(1)
19
Properties=species:S:1:pos:R:3 method="wB97M-V/def2-TZVPD" lumo_energy_ev=0.86 smiles="C[C@H]1C[C@]2(C=N1)C=C2N" total_energy_ev=-10397.0011 de_lowest_ev=4.610
C -2.48075 -1.05983 0.65649
C -0.62878 0.53238 1.44032
C -1.01925 -0.59227 0.58968
C -2.24436 0.08363 -0.03449
C 0.16624 -1.07031 -0.17818
C 1.05036 0.29385 -0.05383
C 2.51869 0.14234 0.35099
N 0.44894 1.02812 0.98553
N -2.66414 1.25110 -0.63598
H -3.16211 -1.75719 1.12796
H -1.25643 1.03795 2.10934
H 0.70582 -1.85016 0.26662
H -0.12423 -1.44928 -1.22623
H 1.09354 0.97645 -1.10772
H 2.94858 1.21857 0.19307
H 2.96660 -0.56680 -0.33066
H 2.70541 -0.02184 1.46229
H -3.63056 1.56424 -0.49469
H -2.08424 1.94654 -1.03524

***

(2)
19
Properties=species:S:1:pos:R:3 method="wB97M-V/def2-TZVPD" charge=+2 lumo_energy_ev="-10.84 / -10.76" total_energy_ev=-10372.7678 de_lowest_ev=7.799
C 3.08366 0.17446 0.27526
C -2.30610 0.00873 0.51755
C -1.44746 -1.01670 -0.23115
C -0.57311 1.24739 -0.73310
C 2.30170 -0.48062 -0.73666
C -1.04395 0.88754 0.56372
C 1.04242 -0.48078 0.07668
N 1.87439 0.48085 0.57080
N -0.30379 -0.16213 -0.16383
H 3.98047 0.32830 0.75960
H -3.25527 0.36333 -0.02076
H -2.41670 -0.40363 1.55485
H -1.28047 -1.96066 0.35863
H -1.69445 -1.28673 -1.15581
H -1.16148 1.34799 -1.66073
H 0.40212 1.89077 -0.77360
H 2.33853 -0.40155 -1.90204
H -0.66106 1.45776 1.38810
H 1.12053 -1.99431 1.31252

***

(3)
20
Properties=species:S:1:pos:R:3 method="wB97M-V/def2-TZVPD" lumo_energy_ev=0.17 smiles="N#CC#[N+][O-].C/C=C/CC" total_energy_ev=-12443.7052 de_lowest_ev=5.743
C -2.21624 0.96714 -1.19767
C 0.27724 0.15803 1.21956
C 0.54148 0.32525 -0.04659
C -2.21261 0.04136 -0.17748
C -0.00179 1.32360 2.19437
C 1.99302 -0.91938 -1.67389
C 0.64927 -0.94348 -0.90857
N -2.28993 1.84461 -1.91541
N -2.41372 -0.86814 0.52918
O -2.46270 -1.68360 1.35119
H -0.00648 -0.80300 1.71570
H 0.76999 1.24831 -0.58859
H 0.62528 1.08986 3.10026
H -1.11214 1.30987 2.35448
H 0.26151 2.28052 1.65334
H 2.94335 -0.77943 -1.01366
H 1.98264 -0.03732 -2.22057
H 2.09935 -1.74182 -2.29658
H 0.58487 -1.89307 -0.31928
H -0.01238 -0.91929 -1.75978

***

(4)
20
Properties=species:S:1:pos:R:3 method="wB97M-V/def2-TZVPD" lumo_energy_ev=0.65 smiles=Cn1nccc1C1(O)CC1 total_energy_ev=-12444.7886 de_lowest_ev=4.660
C 0.22205 -1.93058 -0.86908
C 0.69349 -2.96944 -0.05295
C 0.36041 -0.79275 -0.04862
C -1.27979 1.37267 -0.54715
C -1.11596 0.66737 -1.86357
C 0.05187 0.77856 -0.96585
C 1.15366 -0.22701 2.09460
N 1.03553 -2.50531 1.15868
N 0.91984 -1.21193 1.11452
O 1.11177 1.48954 -1.34055
H -0.29310 -1.96821 -1.74988
H 0.81711 -4.01004 -0.17856
H -1.48081 2.53475 -0.74121
H -1.86429 0.93360 0.13377
H -1.62264 -0.32279 -2.03589
H -0.92119 1.15726 -2.77085
H 0.76513 -0.73075 3.03759
H 2.18199 0.25091 2.15452
H 0.45847 0.59060 1.93285
H 1.45812 1.96420 -0.60550

***

(5)
20
Properties=species:S:1:pos:R:3 method="wB97M-V/def2-TZVPD" lumo_energy_ev=0.22 total_energy_ev=-12442.9364 de_lowest_ev=6.512
C -0.28409 -2.48331 0.42219
C -0.42979 -1.03187 0.17086
C 0.39832 -0.12406 -0.39009
C 1.80845 -0.20873 -0.61438
N 2.75774 -0.71923 -1.16683
C -0.48276 1.13658 -0.42333
C -1.07572 1.10500 1.01284
C -1.68675 -0.18738 0.39360
N -1.76023 0.52435 -0.93318
H -0.96188 -3.04396 -0.24037
H 0.74191 -2.82723 0.24674
H -0.58720 -2.71521 1.45453
H -0.10822 2.00736 -0.97198
H -0.40068 1.00808 1.87329
H -1.83190 1.87987 1.19539
H -2.58463 -0.68552 0.77514
H -2.48942 1.23927 -0.86137
H 3.61629 0.86445 -1.11723
O 3.01766 1.80803 -0.52742
H 2.34292 2.45350 -0.29841

***

(6)
21
Properties=species:S:1:pos:R:3 method="wB97M-V/def2-TZVPD" lumo_energy_ev=0.58 smiles="CC1=C(C)C1(C(N)=O)C(N)=O" total_energy_ev=-14494.7582 de_lowest_ev=2.299
C -0.78546 -0.30699 -0.69556
C -0.85008 -0.39519 0.60430
C 1.44997 -1.14123 0.09035
C 0.95901 1.43835 0.12974
C 0.57185 0.01516 0.10218
C -1.43109 -0.41274 -1.99252
C -1.50874 -0.60027 1.88275
N 2.70396 -0.82218 -0.29643
N -0.12348 2.31727 0.24285
O 1.08123 -2.27062 0.41954
O 2.17241 1.84922 0.10094
H -2.39904 -0.90801 -1.62717
H -0.81954 -1.00197 -2.64162
H -1.44150 0.57520 -2.33416
H -1.08057 -1.61174 2.20795
H -2.62365 -0.73392 1.76156
H -1.38688 0.19494 2.62329
H 2.90833 0.10492 -0.16930
H 3.47793 -1.53542 -0.12426
H -0.98025 1.99841 -0.26043
H 0.10560 3.24677 -0.02401

***

(7)
21
Properties=species:S:1:pos:R:3 method="wB97M-V/def2-TZVPD" lumo_energy_ev=0.65 smiles="C=NN/C(O)=C(/C)C(C)=C=O" total_energy_ev=-14492.6007 de_lowest_ev=4.456
C 1.58825 -0.19513 0.06039
C 0.65473 0.78547 -0.48855
C 2.29867 -0.84635 -0.83506
C -0.64287 0.54764 -0.39616
C -3.10415 -1.69303 0.84305
C 1.76239 -0.27001 1.56557
C 1.12195 1.95464 -1.34722
N -2.50504 -0.72363 0.33789
N -1.18323 -0.65194 0.15369
O 2.64062 -1.62964 -1.66507
O -1.49748 1.41859 -0.92802
H -4.13345 -1.57730 1.00969
H -2.64157 -2.58756 1.05427
H 2.05763 0.75398 1.85658
H 0.76674 -0.40537 1.83588
H 2.31482 -1.07589 1.93054
H 0.12065 2.56195 -1.48316
H 1.89354 2.45395 -0.69881
H 1.35345 1.61711 -2.37048
H -0.48756 -1.42403 0.34782
H -2.37809 0.98656 -0.78285

***

(8)
23
Properties=species:S:1:pos:R:3 method="wB97M-V/def2-TZVPD" charge=+1 lumo_energy_ev=-3.89 total_energy_ev=-34614.9647 de_lowest_ev=0.000
C 1.33724 3.56192 -0.02794
C 1.62426 2.84157 -1.16084
C 0.53017 2.97208 0.99165
C 1.09833 1.57209 -1.30859
C -0.04027 1.69156 0.84302
C 0.30239 0.96309 -0.30458
C 0.38044 -1.29306 -1.16195
N -0.15785 -0.34430 -0.41920
N -0.22042 -2.50224 -1.34287
O -2.56343 -2.44379 0.15309
O -0.72555 -2.75184 1.97135
P -2.26131 -3.04344 1.46806
S -3.37244 -4.20088 2.59584
H 1.80414 4.56073 0.26273
H 2.18739 3.27496 -1.90487
H 0.32393 3.70265 1.78648
H 1.37932 1.12478 -2.32392
H -0.60350 1.22803 1.54765
H 1.17425 -0.86157 -1.71197
H -0.91181 -0.60549 0.18555
H -1.09570 -2.86948 -0.99502
H 0.22285 -3.30321 -1.82666
H -0.41245 -3.27416 2.68300

***

(9)
22
Properties=species:S:1:pos:R:3 method="wB97M-V/def2-TZVPD" lumo_energy_ev=0.51 total_energy_ev=-25329.0444 de_lowest_ev=3.095
C -2.32696 1.97313 -0.65419
C -1.56629 0.87118 -0.95584
C -1.77695 2.76301 0.29281
C -0.47826 0.79345 -0.22051
C 1.69225 -0.75662 -1.38079
C 0.20642 -1.99377 0.45232
C 0.96079 -0.61272 -0.08433
N 1.82089 -0.03634 0.96136
N -0.58575 -1.71412 1.64685
O 1.04723 -0.99316 -2.36933
O 2.99798 -0.61852 -1.37304
S -0.34809 2.04555 0.96900
H -3.14722 2.15858 -1.32682
H -1.76016 0.04635 -1.69397
H -2.05236 3.84679 0.36953
H -0.44174 -2.40695 -0.37571
H 1.04991 -2.66725 0.66414
H 3.42924 -0.33571 -0.53501
H 2.31427 0.76553 0.56027
H 1.28756 0.24510 1.82877
H -1.16999 -0.94285 1.41651
H -1.15275 -2.43066 1.80797

***

(10)
22
Properties=species:S:1:pos:R:3 method="wB97M-V/def2-TZVPD" charge=-1 lumo_energy_ev="3.41 / 3.40" total_energy_ev=-37610.0010 spin_multiplicity=2
C -0.00276 1.09762 -1.56067
C -0.15870 1.87887 -0.35561
C -1.45815 1.61777 0.18619
C -2.10813 0.65697 -0.65282
C -1.20611 0.31913 -1.72878
Ti -0.14283 -0.37789 0.16582
N 1.29718 -1.38406 -0.57298
C 2.23031 -0.93883 0.44723
C 1.58984 0.18198 1.26025
H -1.91010 2.13961 1.02078
H 0.55599 2.60540 0.01972
H -3.15512 0.35978 -0.59078
H -1.45026 -0.30260 -2.59654
H 0.83168 1.15249 -2.26041
H 1.97040 1.17434 0.97916
H 3.20381 -0.56909 0.04459
H 1.69885 -2.10391 -1.14924
H 1.68603 0.07194 2.34746
H 2.52181 -1.79779 1.09491
O -2.86578 -2.55785 1.43128
N -2.09955 -1.81589 0.85597
O -1.02841 -1.40798 1.61447

***

(11)
24
Properties=species:S:1:pos:R:3 method="wB97M-V/def2-TZVPD" lumo_energy_ev="-0.33 / -0.27" total_energy_ev=-29423.4559 de_lowest_ev=1.573
C 1.21721 1.44827 -0.26821
C -1.60076 3.74303 -1.49898
C 0.01321 -2.27802 -0.39849
C 0.77206 -2.53204 0.91742
C 0.11733 -0.88838 -0.87235
C 1.26303 -0.07304 1.13673
C 1.87725 1.34834 0.98700
N 0.66761 0.09364 -0.12186
N -2.92907 -0.42952 -0.26679
O -1.03655 4.52117 -0.85881
O 0.87768 2.30349 -1.07350
O -2.15850 2.94599 -2.09931
O 2.86051 2.08316 1.48762
S 2.36498 -1.58723 1.13249
H 0.64029 -2.91353 -1.10273
H -1.07479 -2.55559 -0.45944
H 0.02377 -2.38579 1.72016
H 1.16875 -3.52386 1.05540
H -0.21342 -0.65387 -1.84912
H 0.64530 -0.12010 2.07387
H -2.13027 -0.61959 0.44420
H -3.78018 -0.77798 0.16035
H -2.82442 0.34388 -0.92895
H 3.23896 2.50758 0.68330

***

(12)
20
Properties=species:S:1:pos:R:3 method="wB97M-V/def2-TZVPD" charge=+1 lumo_energy_ev="-4.86 / -4.87" total_energy_ev=-11878.0950 de_lowest_ev=6.919
C 0.55132 1.98813 3.00563
C 0.09550 1.70942 1.89441
C 2.32774 -1.23671 -1.28080
C 0.19058 -1.40102 -0.88212
C 0.70306 -0.27208 -0.33360
C -1.06061 -2.14684 -0.87336
C -0.37529 1.67238 0.58543
N 1.24018 -1.96061 -1.46714
N 2.03800 -0.17993 -0.47703
N -1.82392 1.46399 0.16066
H 0.82281 1.73678 3.99569
H 3.18479 -1.41135 -1.75111
H -1.24539 -2.41843 0.17791
H -1.94854 -1.72881 -1.23731
H -0.96464 -3.09220 -1.43333
H 0.14664 2.31575 -0.08071
H 2.68545 0.65227 -0.18843
H -2.23026 2.36542 -0.39989
H -2.45132 1.28160 1.03322
H -1.88612 0.66223 -0.44811

***

(13)
21
Properties=species:S:1:pos:R:3 method="wB97M-V/def2-TZVPD" charge=+1 lumo_energy_ev="-3.11 / -7.45" total_energy_ev=-13922.2889 spin_multiplicity=3 de_lowest_ev=5.670
C -3.27301 -0.07491 -0.02201
C -2.52334 -0.89349 0.72969
C -2.70959 0.88057 -0.93704
C -1.15024 -0.77357 0.74050
C -1.29347 1.09062 -0.83913
C -0.55533 0.24731 -0.03835
C 0.88295 0.45220 0.17517
N 1.63245 0.47973 1.36398
N 1.99161 -1.05106 -0.65664
N 3.32894 -0.50954 -0.42485
O 1.76552 1.41080 0.32801
H -4.28657 -0.20688 0.20943
H -3.11454 -1.58041 1.24214
H -3.33537 1.38654 -1.60753
H -0.48962 -1.50360 1.17909
H -0.78387 1.91768 -1.19533
H 1.17524 0.83109 2.16343
H 1.74019 -0.98405 -1.63890
H 4.04174 -1.25811 -0.43108
H 3.24895 -0.21422 0.70792
H 3.70735 0.35329 -1.04851

***

(14)
21
Properties=species:S:1:pos:R:3 method="wB97M-V/def2-TZVPD" lumo_energy_ev="-1.33 / -1.01" total_energy_ev=-13376.5764 de_lowest_ev=5.279
C 1.95130 -1.61387 -1.18752
C -1.46167 -0.59360 -0.77223
C 0.95050 -1.52938 1.95981
C 0.29585 0.38080 0.70340
C 0.55002 -1.50207 -0.99846
C -0.06350 -0.12242 -0.82003
C 0.17402 1.07810 -1.74151
N 3.08875 -1.50821 -1.26973
N -1.40327 -1.99103 -0.31550
N -0.26027 -2.42205 -0.40790
N 0.09582 -0.53800 1.69519
H -1.97557 -0.05109 -0.04898
H -1.89985 -0.43971 -1.82439
H 0.42586 -2.27101 2.49953
H 1.79252 -1.77718 1.42691
H 1.39662 0.46964 0.54317
H -0.20730 1.38049 0.78135
H 1.19648 1.34276 -1.53792
H -0.34663 1.91724 -1.35553
H 0.13564 0.90167 -2.75693
H -0.78749 -0.61066 2.14339

***

(15)
23
Properties=species:S:1:pos:R:3 method="wB97M-V/def2-TZVPD" charge=+1 lumo_energy_ev=-3.32 total_energy_ev=-25698.6928 de_lowest_ev=1.307
C 0.25900 2.05191 -1.64665
C -0.69031 3.03887 -1.62480
C -0.67083 1.71055 0.48125
C -0.76803 -1.40283 -1.28954
C 0.89936 0.03997 -0.45936
C -1.53276 -1.15211 -0.00098
C -0.64314 -0.90399 1.16258
N 0.19042 1.33922 -0.45947
N 0.33175 -0.82861 -1.48086
N 0.61483 -0.67165 0.86937
N 2.22603 0.35176 -0.77450
N -0.98924 -1.01817 2.41079
S -1.59835 3.00649 -0.16152
H 0.98785 1.75497 -2.34954
H -1.05286 3.55241 -2.44254
H -1.04490 -2.14995 -2.02759
H -2.18736 -0.18343 -0.11251
H -2.23286 -2.03313 0.18245
H 1.40049 -0.64400 1.60839
H 2.73446 -0.43813 -1.05874
H 2.73836 0.93479 -0.18356
H -2.04038 -1.07914 2.66658
H -0.38505 -0.55068 3.12492

***

(16)
21
Properties=species:S:1:pos:R:3 method="wB97M-V/def2-TZVPD" charge=-1 lumo_energy_ev="3.53 / 3.53" total_energy_ev=-15051.9066 de_lowest_ev=3.138
C 3.03084 0.88300 0.33679
C 5.17253 -0.02115 -0.34437
C 0.84622 -1.25248 -0.08851
C 0.94014 -0.27937 0.91562
C -0.31751 -0.35207 0.13816
C -0.70257 0.66174 -0.94453
C -1.54543 -0.94308 0.80106
N 1.74629 0.92160 0.76289
O 5.61648 1.06540 -0.05456
O 3.57924 -0.20510 -0.23792
O 5.59596 -1.03609 -0.82611
H 3.58278 1.74922 0.70513
H 1.50449 -1.14271 -1.03991
H 0.67049 -2.23317 0.21291
H 0.13446 1.26552 -1.30296
H -1.51368 1.33159 -0.72498
H -1.06411 0.10430 -1.86188
H -2.13493 -1.49185 0.04677
H -2.26647 -0.16168 1.20814
H -1.26040 -1.77449 1.59531
H 1.67362 1.75376 1.43729

***

(17)
20
Properties=species:S:1:pos:R:3 method="wB97M-V/def2-TZVPD" lumo_energy_ev="0.80 / -0.76" total_energy_ev=-20241.9772 spin_multiplicity=3 de_lowest_ev=1.146
C -0.68645 -0.38312 1.19399
C 0.13834 -1.45319 1.21279
C 0.38977 0.70930 -0.86461
C -0.77614 0.66509 0.21573
C 0.90847 -1.80167 -0.05025
C 1.39807 -0.40999 -0.75610
C -2.18720 1.02540 -0.08241
N 2.53128 0.12966 0.11268
O 3.69737 -0.14144 -0.12333
P 0.38706 2.20076 0.37028
H -1.25030 -0.13574 2.13466
H 0.04587 -2.20208 2.01669
H 0.02638 0.71796 -1.94937
H 1.82648 -2.40431 0.12863
H 0.27373 -2.33628 -0.69423
H 1.75660 -0.60356 -1.82538
H -2.77433 1.54727 0.75282
H -2.84492 0.19243 -0.34021
H -2.32813 1.73429 -1.00857
H -0.53193 2.94924 -0.44384

***

(18)
18
Properties=species:S:1:pos:R:3 method="wB97M-V/def2-TZVPD" lumo_energy_ev=0.28 smiles="Cc1c(C(C)C)c1=O" total_energy_ev=-9464.0858 de_lowest_ev=4.475
C -1.40960 -1.01387 0.15338
C -0.87079 0.50793 -0.21216
C -2.25217 0.07928 -0.14841
C -1.06639 -2.41687 0.29670
C 1.22129 1.15358 1.13069
C 1.39539 0.75794 -1.21831
C 0.35581 1.23621 -0.22126
O -3.38254 0.49845 -0.25193
H -1.58373 -2.89412 -0.45708
H -1.51851 -2.58046 1.31316
H -0.03333 -2.44527 0.19649
H 2.25203 1.39473 0.81170
H 1.29510 0.11448 1.53901
H 0.71039 1.59257 1.95585
H 1.74148 -0.22577 -0.92357
H 2.20378 1.42137 -1.26952
H 0.86479 0.51888 -2.19888
H 0.07702 2.30095 -0.49586

***

(19)
18
Properties=species:S:1:pos:R:3 method="wB97M-V/def2-TZVPD" lumo_energy_ev=0.59 total_energy_ev=-9464.6903 de_lowest_ev=3.870
C 0.23548 0.06928 -0.09174
C 0.90006 -2.28653 0.17616
C 1.46246 -0.87105 0.07593
C 2.75876 -0.59788 0.01559
C 0.54520 1.45684 0.62669
C -2.06551 -0.86643 -0.49794
C -0.89805 -0.79398 0.43285
O -0.31862 -2.24726 0.35874
H 3.48017 -1.37065 0.16756
H 2.96493 0.43915 -0.16314
H 1.59743 1.81434 0.52137
H 0.57625 1.08388 1.65329
H -0.24533 2.10717 0.27318
H -2.50334 0.18519 -0.68087
H -1.79733 -1.20526 -1.53352
H -2.79583 -1.54021 -0.04867
H -1.22189 -0.59628 1.47778
H 0.17080 0.35438 -1.06397

***

(20)
18
Properties=species:S:1:pos:R:3 method="wB97M-V/def2-TZVPD" lumo_energy_ev=0.98 smiles="C1CC2=C(C1)OCC2" total_energy_ev=-9464.0538 de_lowest_ev=4.507
C -0.95155 -1.88114 -0.71720
C -0.20822 -1.45352 0.76659
C 0.46398 -0.17799 0.36208
C 0.03793 0.32134 -0.77613
C -0.96959 -0.66446 -1.59642
C 0.98667 2.15608 0.22446
C 0.89405 1.11408 1.33033
H -0.28326 -2.89348 -1.08580
H -1.93138 -2.43563 -0.57707
H 0.73678 -2.08697 0.98316
H -1.07086 -1.40363 1.49469
H -0.73333 -0.59065 -2.72006
H -1.92825 -0.04994 -1.32991
H 2.00486 2.76211 0.21322
H 0.25422 3.05078 0.72478
H 1.94314 1.10334 1.66098
H 0.22792 1.57227 2.17692
O 0.52688 1.55740 -1.13459